Entry 1:
{"formula": "C4H4BrClO3", "method": "ωB97M-V/def2-TZVPD", "species": ["C", "C", "O", "C", "Cl", "Br", "H", "H", "H", "H", "O", "C", "O"], "coordinates": [[-1.44, 0.86, 0.81], [-0.34, 0.30, 0.01], [0.37, 0.82, -0.78], [-0.32, -1.27, 0.16], [-0.62, -1.82, 1.77], [-1.91, -1.66, -0.97], [-1.73, 1.83, 0.45], [-0.95, 0.91, 1.88], [-2.28, 0.18, 0.81], [0.44, -1.95, -0.30], [3.01, 0.98, -2.34], [2.89, 0.62, -1.28], [2.87, 0.21, -0.22]], "nbo_charge": [-0.739, 0.590, -0.525, -0.372, 0.020, 0.008, 0.246, 0.255, 0.252, 0.266, -0.511, 1.038, -0.527], "total_energy_ha": -3414.7547, "total_charge": 0, "e_lumo_ev": 0.1784, "homo_lumo_gap_ev": 10.42, "relative_energy_kcal_mol": 0.00}


Entry 2:
{"formula": "C4H4BrN3", "method": "ωB97M-V/def2-TZVPD", "species": ["N", "C", "C", "Br", "C", "C", "N", "N", "H", "H", "H", "H"], "coordinates": [[1.83, -2.47, -1.08], [1.52, -1.58, -0.45], [0.92, 0.05, 0.05], [2.52, 1.02, -0.38], [-0.33, 0.29, -0.66], [-1.36, 0.43, 0.55], [-0.55, 0.39, 1.74], [0.61, 0.05, 1.51], [-0.66, -0.51, -1.44], [-0.45, 1.25, -1.12], [-1.94, 1.45, 0.54], [-2.13, -0.37, 0.74]], "nbo_charge": [-0.349, 0.236, 0.006, 0.143, -0.539, -0.294, -0.058, -0.149, 0.278, 0.254, 0.229, 0.244], "total_energy_ha": -2892.9844, "total_charge": 0, "e_lumo_ev": -0.2635, "homo_lumo_gap_ev": 10.20, "relative_energy_kcal_mol": 26.20}


Entry 3:
{"formula": "C4H4BrN3OS", "method": "ωB97M-V/def2-TZVPD", "species": ["C", "N", "C", "N", "H", "H", "H", "H", "N", "C", "Br", "O", "C", "S"], "coordinates": [[-2.19, -0.78, 0.53], [-1.74, 0.38, 1.25], [-0.52, 0.85, 0.94], [0.49, 1.24, 0.57], [-1.47, -1.57, 0.83], [-3.31, -0.85, 0.84], [-2.18, -0.61, -0.53], [-2.49, 0.85, 1.75], [3.04, 0.96, -2.34], [3.06, 1.61, -1.40], [3.22, 2.80, -0.14], [0.23, -1.83, -1.33], [1.29, -1.60, -0.87], [2.60, -1.47, -0.12]], "nbo_charge": [-0.392, -0.672, 0.444, -0.422, 0.211, 0.204, 0.204, 0.422, -0.327, 0.076, 0.253, -0.489, 0.412, 0.076], "total_energy_ha": -3366.4736, "total_charge": 0, "e_lumo_ev": 0.4542, "homo_lumo_gap_ev": 10.25, "relative_energy_kcal_mol": 0.00}


Entry 4:
{"formula": "C4H4BrO3S", "method": "ωB97M-V/def2-TZVPD", "species": ["C", "C", "C", "C", "O", "O", "O", "S", "Br", "H", "H", "H", "H"], "coordinates": [[-0.57, -0.31, 0.17], [-1.77, -0.73, -0.29], [1.68, -0.84, 0.12], [2.21, 0.37, -0.05], [-2.70, 1.70, -1.09], [-2.56, 1.12, 1.36], [0.40, -1.24, 0.02], [-3.04, 0.74, 0.01], [4.12, 0.55, 0.09], [-0.11, 0.49, 0.70], [-1.96, -1.57, -0.96], [2.47, -1.57, 0.45], [1.82, 1.30, -0.52]], "nbo_charge": [0.081, -0.492, 0.136, -0.404, -1.050, -1.060, -0.481, 1.457, -0.024, 0.206, 0.201, 0.186, 0.243], "total_energy_ha": -3352.6885, "total_charge": -1, "e_lumo_ev": 2.7019, "homo_lumo_gap_ev": 6.01, "relative_energy_kcal_mol": 22.25}


Entry 5:
{"formula": "C4H4Cl10", "method": "ωB97M-V/def2-TZVPD", "species": ["Cl", "C", "Cl", "Cl", "Cl", "Cl", "C", "Cl", "Cl", "Cl", "Cl", "C", "C", "Cl", "H", "H", "H", "H"], "coordinates": [[0.30, 0.56, -1.99], [-0.30, 2.17, -1.60], [-0.27, 2.47, 0.16], [0.67, 3.43, -2.36], [-1.98, 2.28, -2.19], [-2.38, -3.40, -4.90], [-2.88, -2.89, -3.24], [-2.66, -4.25, -2.12], [-1.82, -1.54, -2.77], [-4.55, -2.38, -3.29], [2.57, -1.24, 1.90], [2.66, 0.07, 3.10], [1.36, 0.86, 2.95], [1.25, 2.13, 4.23], [3.54, 0.67, 2.91], [2.62, -0.49, 4.03], [0.55, 0.18, 3.18], [1.33, 1.37, 2.00]], "nbo_charge": [0.074, -0.216, 0.044, 0.062, 0.048, 0.027, -0.217, 0.060, 0.048, 0.072, -0.068, -0.377, -0.374, -0.081, 0.225, 0.224, 0.224, 0.225], "total_energy_ha": -4756.7025, "total_charge": 0, "e_lumo_ev": 0.0990, "homo_lumo_gap_ev": 11.00, "relative_energy_kcal_mol": 0.00}


Entry 6:
{"formula": "C4H4Cl2FeIrN2O3S", "method": "ωB97M-V/def2-TZVPD", "species": ["Ir", "Fe", "Cl", "Cl", "C", "C", "C", "O", "O", "O", "N", "C", "N", "S", "H", "H", "H", "H"], "coordinates": [[-6.20, -0.68, -3.11], [0.62, 0.22, 0.35], [-6.09, -2.30, -1.51], [0.30, 2.27, 0.51], [2.62, 0.24, -0.05], [-7.70, -1.42, -3.89], [-6.03, 0.72, -4.29], [3.67, 0.42, -0.57], [-8.63, -1.83, -4.45], [-6.05, 1.54, -5.14], [4.30, -0.99, 3.14], [3.87, 0.10, 2.52], [4.56, 1.22, 2.58], [2.24, -0.04, 1.90], [5.15, -1.04, 3.72], [3.72, -1.83, 3.06], [4.23, 2.06, 2.09], [5.43, 1.33, 3.13]], "nbo_charge": [1.109, 1.365, 0.381, -0.330, 0.236, 0.385, 0.375, -0.290, -0.155, -0.094, -0.669, 0.382, -0.684, 0.134, 0.474, 0.449, 0.455, 0.477], "s_squared": 24.7981, "total_energy_ha": -3174.6919, "multiplicity": 10, "total_charge": 4, "e_lumo_ev": [-14.5725, -19.2384], "homo_lumo_gap_ev": [6.99, 3.14], "relative_energy_kcal_mol": 0.00}


Entry 7:
{"formula": "C4H4Cl2O2", "method": "ωB97M-V/def2-TZVPD", "species": ["O", "C", "C", "C", "O", "C", "Cl", "Cl", "H", "H", "H", "H"], "coordinates": [[-1.91, 1.01, -0.73], [-1.23, -0.13, -1.07], [0.17, -0.38, -0.62], [0.48, -0.42, 0.90], [-0.53, -0.17, 1.79], [0.94, 0.58, -0.10], [2.75, 0.32, -0.33], [0.50, 2.15, 0.23], [-1.72, -1.20, -1.70], [0.69, -1.13, -1.10], [1.08, -1.23, 1.15], [-1.23, 0.61, 1.57]], "nbo_charge": [-0.569, 0.420, -0.471, 0.159, -0.702, -0.073, -0.053, 0.116, 0.168, 0.264, 0.216, 0.523], "total_energy_ha": -1225.5304, "total_charge": 0, "e_lumo_ev": -0.3900, "homo_lumo_gap_ev": 9.22, "relative_energy_kcal_mol": 90.20}


Entry 8:
{"formula": "C4H4Cl3F", "method": "ωB97M-V/def2-TZVPD", "species": ["C", "C", "Cl", "Cl", "H", "H", "C", "C", "F", "Cl", "H", "H"], "coordinates": [[-0.11, -0.05, 2.72], [0.91, -0.79, 2.35], [1.54, -2.10, 3.25], [1.94, -0.23, 1.08], [-0.55, 0.73, 2.07], [-0.69, -0.26, 3.58], [1.51, -2.22, -1.93], [0.97, -2.45, -0.73], [1.68, -2.99, 0.22], [-0.59, -1.82, -0.15], [1.04, -1.47, -2.65], [2.47, -2.53, -2.31]], "nbo_charge": [-0.423, -0.100, 0.055, 0.024, 0.227, 0.219, -0.519, 0.382, -0.306, -0.017, 0.227, 0.232], "total_energy_ha": -1635.1787, "total_charge": 0, "e_lumo_ev": 0.6954, "homo_lumo_gap_ev": 10.19, "relative_energy_kcal_mol": 41.90}


Entry 9:
{"formula": "C4H4ClF3", "method": "ωB97M-V/def2-TZVPD", "species": ["F", "C", "C", "F", "C", "Cl", "C", "F", "H", "H", "H", "H"], "coordinates": [[1.09, -1.89, 1.33], [0.69, -0.77, 0.73], [-0.73, -0.22, 0.98], [-0.87, 0.78, 1.85], [-0.88, 0.07, -0.55], [-0.40, 1.72, -0.89], [0.28, -0.90, -0.74], [1.16, -0.58, -1.77], [1.40, 0.03, 0.72], [-1.39, -1.05, 1.26], [-1.80, -0.19, -1.10], [-0.02, -1.93, -0.97]], "nbo_charge": [-0.318, 0.132, 0.177, -0.315, -0.285, 0.000, 0.163, -0.342, 0.190, 0.176, 0.237, 0.186], "total_energy_ha": -914.5683, "total_charge": 0, "e_lumo_ev": 0.7571, "homo_lumo_gap_ev": 11.81, "relative_energy_kcal_mol": 13.15}


Entry 10:
{"formula": "C4H4ClF3", "method": "ωB97M-V/def2-TZVPD", "species": ["F", "C", "C", "F", "C", "Cl", "C", "F", "H", "H", "H", "H"], "coordinates": [[-2.47, -0.14, -0.78], [-1.50, -0.05, 0.22], [-0.53, 1.11, -0.09], [-0.13, 1.71, 1.05], [0.43, 0.07, -0.70], [2.18, 0.05, -0.34], [-0.39, -1.09, -0.05], [0.16, -1.69, 1.05], [-1.90, 0.01, 1.21], [-0.98, 1.78, -0.82], [0.38, 0.09, -1.79], [-0.72, -1.84, -0.76]], "nbo_charge": [-0.349, 0.142, 0.170, -0.321, -0.271, -0.017, 0.175, -0.325, 0.195, 0.177, 0.244, 0.179], "total_energy_ha": -914.5637, "total_charge": 0, "e_lumo_ev": 0.7191, "homo_lumo_gap_ev": 11.71, "relative_energy_kcal_mol": 16.01}


What did the second record say?
{"formula": "C4H4BrN3", "method": "ωB97M-V/def2-TZVPD", "species": ["N", "C", "C", "Br", "C", "C", "N", "N", "H", "H", "H", "H"], "coordinates": [[1.83, -2.47, -1.08], [1.52, -1.58, -0.45], [0.92, 0.05, 0.05], [2.52, 1.02, -0.38], [-0.33, 0.29, -0.66], [-1.36, 0.43, 0.55], [-0.55, 0.39, 1.74], [0.61, 0.05, 1.51], [-0.66, -0.51, -1.44], [-0.45, 1.25, -1.12], [-1.94, 1.45, 0.54], [-2.13, -0.37, 0.74]], "nbo_charge": [-0.349, 0.236, 0.006, 0.143, -0.539, -0.294, -0.058, -0.149, 0.278, 0.254, 0.229, 0.244], "total_energy_ha": -2892.9844, "total_charge": 0, "e_lumo_ev": -0.2635, "homo_lumo_gap_ev": 10.20, "relative_energy_kcal_mol": 26.20}